[1]
This record from the Open Molecules 2025 dataset describes a single C22H28N4O2 molecule. The level of theory is ωB97M-V with the def2-TZVPD basis set.

```
56
Properties=species:S:1:pos:R:3:forces:R:3:mulliken_charge:R:1
C 5.160066 5.257737 1.129160 -0.3 -0.1 0.1 -1.2443
C 4.106898 4.773714 0.198997 0.6 0.3 -0.7 0.4180
C 3.995579 4.822652 -1.158151 0.2 0.0 0.6 -0.5006
C 2.769669 4.186479 -1.481039 -0.4 -0.2 0.5 -0.7629
C 2.217399 3.800827 -0.297127 -0.4 0.0 -1.0 0.4388
C 0.966057 3.057343 0.037834 0.2 0.2 0.1 -0.6105
N 1.311518 1.830305 0.741860 0.0 0.2 0.0 0.2105
C 1.971694 0.845586 -0.099980 0.1 -0.2 -0.3 -1.0896
C 1.000693 0.008120 -0.936311 0.2 0.1 0.1 -0.6099
N 0.047853 -0.634533 -0.052666 0.0 -0.1 0.0 0.3248
C -0.825929 -1.557028 -0.757448 0.0 0.3 -0.2 -1.0198
C -1.480927 -2.502973 0.195950 0.3 0.2 0.0 0.0685
C -1.137777 -2.782802 1.488086 0.0 0.1 -0.2 -0.1499
C -2.012797 -3.787933 1.961721 -0.1 -0.2 -0.1 -1.1613
C -2.842764 -4.110924 0.934605 -0.2 -0.3 0.4 -0.3877
N -2.527600 -3.330694 -0.154270 0.1 0.1 0.5 0.1397
C -3.166637 -3.428787 -1.384932 -0.5 -0.2 -0.9 0.6385
C -3.709483 -4.649448 -1.804039 0.1 0.1 0.1 -0.5689
C -4.352665 -4.700318 -3.024584 0.0 0.2 0.0 -0.5229
C -4.436615 -3.549166 -3.796207 0.0 0.0 0.0 -0.5431
C -3.856297 -2.396116 -3.297676 -0.2 -0.1 -0.3 -0.3302
N -3.242644 -2.332855 -2.130303 0.1 0.0 0.6 -0.3083
C -0.706358 0.382163 0.655796 0.0 0.3 0.2 -1.4782
C 0.231812 1.236448 1.522668 -0.3 -0.4 0.2 -0.0099
C 0.804921 0.419298 2.688545 0.2 0.5 0.0 -0.8417
C 1.685381 1.267110 3.613417 -0.4 -0.2 0.1 -0.7996
O 2.897080 1.665434 3.032652 0.5 0.1 -0.2 -0.6182
O 3.027267 4.157531 0.725205 -0.1 -0.1 0.4 -0.3238
H 6.042613 5.549418 0.567928 0.0 0.0 0.0 0.3464
H 5.419984 4.471295 1.835411 0.1 0.0 0.1 0.3055
H 4.803407 6.115888 1.698718 0.0 0.1 0.1 0.2697
H 4.695712 5.251188 -1.845708 0.2 0.1 -0.1 0.4646
H 2.358788 4.041365 -2.459684 -0.2 -0.1 -0.2 0.4803
H 0.396171 2.894542 -0.889618 0.0 0.1 0.1 0.1754
H 0.356361 3.668270 0.711705 0.0 -0.1 -0.1 0.5058
H 2.674286 1.366587 -0.754084 0.0 -0.1 0.1 0.5300
H 2.540241 0.175858 0.548702 0.0 0.0 -0.1 0.3378
H 1.563489 -0.759711 -1.472173 0.0 0.0 0.0 0.5023
H 0.494329 0.646819 -1.685815 0.0 -0.1 0.0 0.2718
H -0.212352 -2.133556 -1.460992 -0.1 0.1 0.0 0.4129
H -1.593070 -1.028566 -1.346177 0.3 -0.1 0.1 0.4961
H -0.342389 -2.319380 2.033988 0.2 0.2 0.0 0.5663
H -2.019821 -4.214647 2.945100 -0.1 -0.1 0.2 0.4607
H -3.664527 -4.797944 0.907452 -0.1 -0.1 -0.1 0.4165
H -3.606435 -5.534217 -1.197108 0.0 -0.1 0.0 0.3953
H -4.776208 -5.629849 -3.376412 0.0 -0.1 0.0 0.4081
H -4.929668 -3.551827 -4.754864 0.0 0.0 -0.1 0.3703
H -3.881590 -1.467544 -3.853079 -0.1 0.0 -0.1 0.4062
H -1.446310 -0.108277 1.289501 0.0 0.1 0.0 0.7590
H -1.246963 1.040011 -0.053454 0.0 -0.1 0.0 0.2362
H -0.354707 2.059318 1.950823 0.1 0.0 -0.1 0.6254
H 1.382609 -0.418602 2.301662 0.0 -0.1 0.1 0.3712
H -0.027772 0.021929 3.270819 -0.1 -0.1 0.0 0.4235
H 1.954845 0.684062 4.499220 -0.1 0.1 0.0 0.4747
H 1.112579 2.148522 3.945711 0.0 -0.1 0.1 0.2582
H 2.676974 2.096478 2.189461 -0.1 -0.1 0.0 0.3723
```
Positions in Å, forces in eV/Å.

LUMO level in eV: 0.7
Kohn-Sham gap in eV: 8.83
Multiplicity: 1

[2]
This record from the Open Molecules 2025 dataset describes a molecular structure, C21H17AlN5O2. The level of theory is ωB97M-V with the def2-TZVPD basis set.

```
46
Properties=species:S:1:pos:R:3:forces:R:3:mulliken_charge:R:1
Al 0.133462 -0.181428 0.382917 0.1 0.4 -0.7 -0.1344
O 1.893081 -2.945649 2.571522 0.0 0.0 0.1 -0.6900
C 1.536958 -2.025828 1.869851 -0.2 0.1 -0.3 0.5661
N 0.307410 -1.655752 1.455073 0.1 0.2 0.4 0.2392
C -0.935352 -2.075642 1.992927 0.0 -0.2 0.1 0.8987
C -1.126479 -3.122468 2.880981 0.0 0.0 0.0 -0.8995
C -2.409080 -3.383591 3.348056 0.0 0.0 0.0 -0.5656
C -3.483608 -2.614066 2.935392 0.0 0.0 0.0 -0.6405
C -3.299225 -1.563477 2.043395 0.0 0.0 0.0 -0.5433
C -2.028500 -1.297829 1.568447 -0.2 0.1 0.0 -0.3288
N -1.702366 -0.299531 0.595701 0.1 -0.3 -0.2 0.2362
C -2.400470 -0.265911 -0.576784 -0.1 0.0 0.2 -0.0006
O -3.594749 -0.333405 -0.751342 0.0 0.0 -0.1 -0.6340
C -1.473964 -0.284816 -1.793559 0.0 0.0 -0.1 0.7127
C -1.972844 -0.251766 -3.080979 0.0 0.0 0.0 -0.7678
C -1.096695 -0.432590 -4.139645 0.0 0.0 0.0 -0.2772
C 0.251767 -0.645597 -3.880941 0.0 0.0 0.0 -0.9131
C 0.683774 -0.655943 -2.570201 0.0 0.0 0.0 -0.0090
N -0.162683 -0.482255 -1.550023 -0.1 0.2 0.0 0.1226
C 2.571730 -1.034939 1.326164 0.0 0.0 0.2 0.1524
C 3.906284 -1.180966 1.647776 0.0 0.0 0.0 -0.6164
C 4.798468 -0.191586 1.268215 -0.1 0.0 0.0 -0.3016
C 4.319352 0.918097 0.581030 0.0 -0.1 0.0 -0.8462
C 2.975435 0.989242 0.281521 0.0 0.0 -0.2 0.1531
N 2.108681 0.030054 0.631570 0.1 -0.4 0.3 0.1901
H -0.284780 -3.721561 3.193132 0.0 0.0 0.0 0.4801
H -2.562997 -4.199770 4.040563 0.0 0.0 0.0 0.4007
H -4.476659 -2.828333 3.306193 0.0 0.0 0.0 0.4006
H -4.130216 -0.960565 1.708055 0.0 0.0 0.0 0.4957
H -3.035877 -0.114309 -3.218891 0.0 0.0 0.0 0.5232
H -1.461331 -0.422521 -5.158026 0.0 0.0 0.0 0.4761
H 0.956692 -0.810801 -4.682437 0.0 0.0 0.0 0.4291
H 1.723020 -0.819441 -2.313918 0.0 0.0 0.0 0.5494
H 4.199374 -2.057657 2.207944 0.0 0.0 0.0 0.5119
H 5.848374 -0.272895 1.514716 0.0 0.0 0.0 0.4510
H 4.976523 1.721776 0.282934 0.0 0.0 0.0 0.4262
H 2.572799 1.829232 -0.265032 0.0 0.0 0.0 0.3736
C -0.980916 4.644644 -1.823767 0.0 0.0 0.0 -1.1289
C -0.081033 4.385374 -0.607454 0.0 0.2 -0.1 -0.4482
C 0.029629 2.971159 -0.314000 -0.2 -0.3 0.2 0.6478
N 0.066735 1.853014 -0.069517 0.2 0.0 0.2 -0.3318
H -1.152228 5.714111 -1.917898 0.0 0.0 0.0 0.3524
H -1.944732 4.152794 -1.706276 0.0 0.0 0.0 0.3542
H -0.511580 4.290075 -2.739379 0.0 0.0 0.0 0.3378
H -0.478574 4.860421 0.292247 0.0 0.0 0.0 0.2909
H 0.927390 4.772893 -0.766255 0.0 0.0 0.0 0.3050
```
Positions in Å, forces in eV/Å.

LUMO level in eV: -3.5
Kohn-Sham gap in eV: 6.89
Multiplicity: 1
Net charge: +1

[3]
This record from the Open Molecules 2025 dataset describes a single C2H4N2OS molecule. The level of theory is ωB97M-V with the def2-TZVPD basis set.

```
10
Properties=species:S:1:pos:R:3:forces:R:3:mulliken_charge:R:1
H 2.862695 0.523539 0.534487 0.5 2.8 1.3 0.2254
N 2.600133 -0.292289 0.105893 -3.6 -2.9 -2.3 -0.5343
C 1.344652 -0.427297 -0.229344 4.2 0.9 1.0 -0.0287
N 0.256895 0.431514 -0.073009 -1.0 -1.2 6.0 -0.4142
O -0.988006 -0.602891 0.032314 0.6 4.3 -1.0 -0.2051
C -2.042563 0.279327 -0.209463 -1.8 -3.8 0.6 -0.0088
S -3.568502 -0.273776 0.076700 1.5 0.8 -0.2 -0.2248
H 1.014775 -1.307855 -0.633258 -0.3 -2.4 -1.3 0.4807
H 0.375414 0.482713 1.123255 -0.8 0.8 -4.1 0.3409
H -1.855494 1.187015 -0.727572 0.7 0.7 -0.1 0.3688
```
Positions in Å, forces in eV/Å.

LUMO level in eV: -0.3
Kohn-Sham gap in eV: 8.98
Multiplicity: 1

[4]
This record from the Open Molecules 2025 dataset describes a single C3H3NO2 molecule. The level of theory is ωB97M-V with the def2-TZVPD basis set.

```
9
Properties=species:S:1:pos:R:3:forces:R:3:mulliken_charge:R:1
O -1.749911 -1.372669 0.218271 -1.0 0.7 -0.3 -0.6076
C -1.056925 -0.423929 -0.108578 -0.5 -0.3 -0.2 0.3986
N -1.057483 0.300351 -1.263718 -0.3 -0.2 0.2 -0.3967
O 0.165434 1.007917 -1.243415 0.4 0.0 0.4 -0.0290
C 0.930495 0.718590 -0.267996 -0.2 -0.2 -0.1 0.0622
C 0.275606 -0.204265 0.634038 -0.1 -0.3 0.1 -0.4733
H 0.272289 -1.309137 0.533584 2.0 0.4 0.0 0.2669
H 1.853903 1.289918 -0.204261 -0.2 -0.2 0.0 0.4113
H 0.366592 -0.006776 1.702076 -0.2 0.2 -0.1 0.3677
```
Positions in Å, forces in eV/Å.

LUMO level (alpha / beta) in eV: -1.0 / -1.0
Kohn-Sham gap (alpha / beta) in eV: 8.19 / 8.19
Multiplicity: 1